Entry 1:
DFT (ωB97M-V/def2-TZVPD) results for the molecule C8H8N4 at a distorted geometry.

Positions of all 20 atoms, in Å:
C (-1.46, -1.00, 0.94)
C (2.71, 0.82, 0.00)
C (-1.43, -0.68, -0.57)
C (1.73, 0.19, -0.71)
C (-1.36, 1.14, 0.74)
C (1.56, -0.17, 1.42)
C (-1.29, 1.41, -1.69)
C (-0.20, -1.29, 0.10)
N (-1.58, 0.23, 1.58)
N (2.60, 0.55, 1.33)
N (-1.23, 0.75, -0.57)
N (0.95, -0.45, 0.24)
H (-1.96, -1.77, 1.34)
H (3.53, 1.46, -0.24)
H (-1.79, -1.30, -1.28)
H (1.38, 0.06, -1.67)
H (-1.36, 2.12, 1.10)
H (1.25, -0.48, 2.32)
H (-1.06, 2.41, -1.36)
H (0.15, -2.38, 0.06)

The value obtained for the LUMO energy is 0.0 eV. As for the energy relative to the best compared isomer or geometry (same formula, charge and spin): 531.7 kJ/mol. The molecular weight is 160.2 g mol⁻¹.

Entry 2:
DFT (ωB97M-V/def2-TZVPD) results for a cluster of 2 separate species, C8H8N4O4 in total at a distorted geometry.

Positions of all 24 atoms, in Å:
C (-1.87, -0.57, 2.20)
C (-2.80, 0.65, 2.32)
C (-4.04, 0.36, 2.46)
C (-3.81, -1.97, 1.62)
C (4.08, 1.82, -1.84)
C (4.56, 0.68, -2.69)
C (3.62, -0.21, -3.11)
C (1.94, 0.65, -1.53)
H (-1.82, -2.63, 1.62)
H (-2.54, 1.77, 2.43)
H (-4.69, 1.28, 2.58)
H (-5.58, -1.34, 2.42)
H (2.70, 2.24, -0.55)
H (5.65, 0.56, -3.00)
H (4.01, -0.79, -3.97)
H (1.59, -0.89, -3.01)
N (-2.41, -1.80, 1.65)
N (-4.49, -0.91, 1.97)
N (2.85, 1.60, -1.27)
N (2.34, -0.23, -2.65)
O (-0.70, -0.50, 2.44)
O (-4.27, -3.03, 1.22)
O (4.51, 3.04, -1.66)
O (0.76, 0.58, -1.14)

The SMILES is O=c1cc[nH]c(=O)[nH]1.O=c1cc[nH]c(=O)[nH]1. The value obtained for the LUMO energy is 0.4 eV. As for the energy relative to the best compared isomer or geometry (same formula, charge and spin): 401.0 kJ/mol. The molecular weight is 224.2 g mol⁻¹.

Entry 3:
DFT (ωB97M-V/def2-TZVPD) results for a structure of composition C8H8N4O4 at a distorted geometry.

Positions of all 24 atoms, in Å:
C (-2.28, 0.39, -2.18)
C (-0.98, 0.15, -1.49)
C (-0.08, 1.16, -1.27)
C (-1.46, 2.76, -2.35)
C (1.93, -0.71, 2.91)
C (1.85, -2.14, 3.04)
C (1.23, -2.86, 2.08)
C (0.68, -0.87, 0.73)
H (-3.43, 2.11, -2.93)
H (-0.63, -0.89, -1.20)
H (0.77, 1.19, -0.53)
H (0.35, 3.24, -1.63)
H (1.58, 0.79, 1.57)
H (2.35, -2.63, 3.85)
H (1.08, -3.92, 2.02)
H (0.08, -2.69, 0.29)
N (-2.46, 1.73, -2.64)
N (-0.36, 2.44, -1.60)
N (1.39, -0.19, 1.73)
N (0.58, -2.23, 1.01)
O (-3.18, -0.39, -2.17)
O (-1.62, 3.84, -2.80)
O (2.40, 0.02, 3.78)
O (0.19, -0.31, -0.22)

The value obtained for the LUMO energy is 0.0 eV. As for the energy relative to the best compared isomer or geometry (same formula, charge and spin): 740.1 kJ/mol. The molecular weight is 224.2 g mol⁻¹.

Entry 4:
DFT (ωB97M-V/def2-TZVPD) results for a cluster of 2 separate species, C8H8N4O4 in total at a distorted geometry.

Positions of all 24 atoms, in Å:
C (-0.30, 3.11, 2.21)
C (-1.65, 3.79, 2.05)
C (-2.72, 2.94, 1.70)
C (-1.10, 1.21, 0.80)
C (0.78, -3.37, -0.54)
C (0.65, -1.89, -0.49)
C (0.93, -1.07, -1.56)
C (2.28, -2.86, -2.53)
H (0.67, 1.04, 1.60)
H (-1.71, 4.93, 2.30)
H (-3.74, 3.21, 1.75)
H (-3.02, 1.37, 0.42)
H (1.84, -4.76, -1.84)
H (-0.02, -1.50, 0.33)
H (0.60, 0.01, -1.50)
H (2.17, -0.96, -3.23)
N (-0.21, 1.81, 1.62)
N (-2.36, 1.66, 1.08)
N (1.67, -3.73, -1.70)
N (1.81, -1.63, -2.50)
O (0.51, 3.67, 2.88)
O (-0.90, 0.38, -0.15)
O (0.61, -4.01, 0.49)
O (3.22, -3.36, -3.18)

The SMILES is O=c1cc[nH]c(=O)[nH]1.O=c1cc[nH]c(=O)[nH]1. The value obtained for the LUMO energy is -0.2 eV. As for the energy relative to the best compared isomer or geometry (same formula, charge and spin): 405.6 kJ/mol. The molecular weight is 224.2 g mol⁻¹.

Entry 5:
DFT (ωB97M-V/def2-TZVPD) results for the ion C8H8NO2 with charge -1 at a distorted geometry.

Positions of all 19 atoms, in Å:
C (-1.49, 0.22, -0.22)
C (-0.68, -0.84, -0.06)
C (0.74, -0.72, -0.06)
C (1.27, 0.65, 0.11)
C (0.36, 1.78, -0.05)
C (0.73, 3.12, 0.22)
C (1.60, -1.90, -0.34)
C (-1.32, -2.18, 0.38)
N (-0.92, 1.41, -0.53)
O (2.83, -2.00, -0.44)
O (2.47, 0.91, 0.43)
H (-2.63, 0.23, -0.14)
H (0.11, 4.00, -0.13)
H (1.71, 3.26, 0.39)
H (1.05, -2.70, -0.69)
H (-2.37, -2.31, 0.33)
H (-1.18, -2.22, 1.53)
H (-0.78, -2.93, -0.14)
H (-1.52, 2.23, -0.60)

The SMILES is C=C1NC=C(C)C(C=O)=C1[O-]. The value obtained for the LUMO energy is 3.6 eV. As for the energy relative to the best compared isomer or geometry (same formula, charge and spin): 143.5 kJ/mol. Its charge is -1. The molecular weight is 150.2 g mol⁻¹.

Entry 6:
DFT (ωB97M-V/def2-TZVPD) results for the ion C8H8NO2 with charge -1 at a distorted geometry.

Positions of all 19 atoms, in Å:
O (-1.39, -2.09, -2.06)
C (-0.71, -1.27, -2.70)
O (-0.11, -1.59, -3.80)
C (-0.60, 0.22, -2.19)
N (-1.31, 0.33, -0.88)
C (-0.42, 0.21, 0.24)
C (-0.86, 0.86, 1.49)
C (0.05, 0.78, 2.61)
C (1.34, 0.12, 2.57)
C (1.74, -0.55, 1.34)
C (0.85, -0.49, 0.20)
H (-1.13, 0.87, -2.95)
H (0.45, 0.61, -2.16)
H (-1.62, 1.30, -0.83)
H (-1.84, 1.38, 1.55)
H (-0.28, 1.27, 3.56)
H (1.97, 0.13, 3.48)
H (2.71, -1.09, 1.28)
H (1.15, -1.00, -0.75)

The SMILES is O=C([O-])CNc1ccccc1. The value obtained for the LUMO energy is 3.4 eV. As for the energy relative to the best compared isomer or geometry (same formula, charge and spin): 0.0 kJ/mol. Its charge is -1. The molecular weight is 150.2 g mol⁻¹.